1.
Entry from the Open Molecules 2025 dataset: 3 unconnected molecules or ions with the total composition C5H16N2O (wB97M-V/def2-TZVPD).

highest occupied orbital energy (spin up / spin down) = -7.2062 / -7.2067 eV

Bonds (Å) are listed after each position.
Geometry (Å):
1 O -1.31536 0.62390 -1.31936  H12 0.964, C24 1.442
2 C -2.67706 -1.03841 -0.15300  H8 1.092, H10 1.094, H21 1.092, C24 1.525
3 C 2.23250 0.07275 0.50671  H7 1.164, C18 1.491, N19 1.341
4 H -1.29561 1.97375 0.88294  C15 1.091
5 N 0.82907 -1.53874 -0.01468  H6 1.019, H22 1.020
6 H 0.42467 -1.16008 -0.86995  N5 1.019
7 H 1.37089 -0.54744 0.98449  C3 1.164
8 H -3.40355 -1.17598 0.65076  C2 1.092
9 H 2.56423 1.12144 -1.35652  C18 1.098
10 H -3.14193 -1.38524 -1.08070  C2 1.094
11 H -2.33968 0.90895 1.83921  C15 1.091
12 H -1.66606 0.22688 -2.12428  O1 0.964
13 H 3.74909 -1.02113 1.31445  N19 1.008
14 H 0.91309 1.23214 -0.71260  C18 1.087
15 C -1.62672 0.94272 1.01378  H4 1.091, H11 1.091, H17 1.090, C24 1.520
16 H -3.16390 1.03661 -0.48196  C24 1.100
17 H -0.76756 0.32357 1.27113  C15 1.090
18 C 1.96497 1.19427 -0.43926  C3 1.491, H9 1.098, H14 1.087, H23 1.095
19 N 3.51230 -0.30423 0.64594  C3 1.341, H13 1.008, H20 1.014
20 H 4.19047 -0.14242 -0.09050  N19 1.014
21 H -1.79604 -1.64940 0.05247  C2 1.092
22 H 1.48735 -2.26003 -0.30795  N5 1.020
23 H 2.22943 2.13768 0.04998  C18 1.095
24 C -2.27458 0.42842 -0.26111  O1 1.442, C2 1.525, C15 1.520, H16 1.100

---

2.
Entry from the Open Molecules 2025 dataset: 2 unconnected molecules or ions with the total composition C16H18Br2N2O2 (wB97M-V/def2-TZVPD).

highest occupied orbital energy = -7.8877 eV
structure (SMILES) = COc1ccc(C=C2C=C(Br)C(=O)C(Br)=C2)cc1.CN(C)N

Bonds (Å) are listed after each position.
Geometry (Å):
1 H -0.17683 -2.08180 -2.44152  N39 1.023
2 H -6.15043 2.84605 0.90067  C11 1.090
3 H -4.50869 3.57696 0.97475  C11 1.101
4 H -1.05804 -3.28572 -0.57896  C22 1.095
5 H 1.42239 -1.71067 -2.56608  N39 1.022
6 C -2.47385 1.63703 1.26504  C12 1.416, H29 1.090, C30 1.380
7 H 2.44404 -4.14010 -1.43778  C25 1.105
8 O -4.71556 1.58514 0.29789  C11 1.445, C12 1.359
9 C 2.50169 3.03017 0.31541  Br17 1.890, C23 1.486, C40 1.367
10 H -1.54306 -1.20073 -1.24630  C35 1.090
11 C -5.10699 2.67296 1.16490  H2 1.090, H3 1.101, O8 1.445, H19 1.100
12 C -3.44616 1.10693 0.38285  C6 1.416, O8 1.359, C14 1.417
13 H 2.36391 -3.64020 0.28504  C25 1.096
14 C -3.09231 0.05935 -0.50376  C12 1.417, H18 1.088, C35 1.372
15 C 1.66966 0.70276 0.21307  C27 1.444, C36 1.407, C40 1.444
16 Br 5.85983 0.48450 0.64268  C37 1.888
17 Br 2.17018 4.89074 0.32459  C9 1.890
18 H -3.87408 -0.33374 -1.15039  C14 1.088
19 H -5.02111 2.38648 2.22384  C11 1.100
20 H 0.16238 -4.03844 0.48549  C22 1.094
21 H 3.04942 -2.52870 -0.93403  C25 1.095
22 C -0.05434 -3.72103 -0.53922  H4 1.095, H20 1.094, N26 1.469, H32 1.105
23 C 3.91591 2.59589 0.45346  C9 1.486, O24 1.233, C37 1.491
24 O 4.85645 3.38905 0.53727  C23 1.233
25 C 2.28510 -3.29031 -0.75027  H7 1.105, H13 1.096, H21 1.095, N26 1.469
26 N 0.94440 -2.71410 -0.92122  C22 1.469, C25 1.469, N39 1.446
27 C 3.03333 0.25118 0.36273  C15 1.444, H28 1.090, C37 1.368
28 H 3.22957 -0.81975 0.41003  C27 1.090
29 H -2.74033 2.42183 1.97357  C6 1.090
30 C -1.17154 1.18802 1.17906  C6 1.380, H31 1.089, C33 1.427
31 H -0.43088 1.61294 1.85446  C30 1.089
32 H -0.00830 -4.59387 -1.21468  C22 1.105
33 C -0.76856 0.19534 0.23591  C30 1.427, C35 1.428, C36 1.431
34 H 0.48250 2.54271 0.03353  C40 1.087
35 C -1.80018 -0.39931 -0.55301  H10 1.090, C14 1.372, C33 1.428
36 C 0.59899 -0.20173 0.08999  C15 1.407, C33 1.431, H38 1.097
37 C 4.08828 1.11475 0.47523  Br16 1.888, C23 1.491, C27 1.368
38 H 0.81501 -1.26417 -0.07743  C36 1.097
39 N 0.76734 -2.45964 -2.33360  H1 1.023, H5 1.022, N26 1.446
40 C 1.48088 2.13320 0.16678  C9 1.367, C15 1.444, H34 1.087

---

3.
Entry from the Open Molecules 2025 dataset: 2 unconnected molecules or ions with the total composition C4H7F3N2 (wB97M-V/def2-TZVPD).

highest occupied orbital energy = -8.6175 eV

Bonds (Å) are listed after each position.
Geometry (Å):
1 F 1.75463 -0.62675 1.14613  C13 1.300
2 C -0.44094 1.38573 -1.06221  H3 1.127, H11 1.053, C12 1.559, H16 1.184
3 H 0.43165 1.92858 -1.52577  C2 1.127
4 N -0.46488 -1.27242 -0.74947  C14 1.221
5 H -1.19496 -3.09356 -0.63991  C14 1.140
6 N -0.66359 0.70521 1.42104  H8 1.055, H10 0.967, C12 1.480
7 F 2.24522 1.32096 0.45195  C13 1.307
8 H -1.52634 1.30970 1.36427  N6 1.055
9 H -0.48476 -2.53924 1.10488  C14 1.215
10 H -0.55539 -0.11852 1.91645  N6 0.967
11 H -1.18301 2.10219 -0.85145  C2 1.053
12 C -0.00764 0.46205 0.11682  C2 1.559, N6 1.480, C13 1.542
13 C 1.51768 0.25950 0.22481  F1 1.300, F7 1.307, C12 1.542, F15 1.347
14 C -0.67191 -2.26088 -0.06329  N4 1.221, H5 1.140, H9 1.215
15 F 2.03343 -0.22464 -0.92158  C13 1.347
16 H -0.78920 0.66209 -1.93266  C2 1.184

---

no.,strongest force on any atom (eV Å⁻¹),calculated total energy (Eh)
1,1.308,-384.740700
2,3.030,-6028.400444
3,5.038,-565.627430